Entry 1:
Entry from the Open Molecules 2025 dataset: C28H47DyN8O2SSb2Se as an isolated structure (ωB97M-V with the def2-TZVPD basis set).

CARTESIAN COORDINATES (ANGSTROEM)
Dy 0.65 0.82 0.33
N -0.24 2.60 -1.40
C 0.83 3.55 -1.86
C 1.96 3.68 -0.88
N 2.63 2.39 -0.44
C 3.56 2.65 0.70
C 2.86 2.39 2.04
N 2.51 0.95 2.04
C 3.42 1.85 -1.59
C 3.13 0.39 -1.99
N 1.68 -0.04 -1.86
H -0.74 2.14 -2.18
H -0.87 3.02 -0.70
H 0.44 4.57 -2.03
H 1.20 3.26 -2.87
H 1.72 4.14 0.07
H 2.76 4.28 -1.37
H 3.86 3.69 0.64
H 4.43 1.97 0.64
H 2.00 3.01 2.28
H 3.60 2.67 2.83
H 2.16 0.62 2.92
H 3.26 0.31 1.70
H 4.53 1.93 -1.41
H 3.32 2.44 -2.49
H 3.78 -0.20 -1.32
H 3.54 0.29 -2.96
H 1.65 -1.06 -1.82
H 1.20 0.24 -2.74
C -3.49 -2.36 -4.97
Sb -1.32 -2.04 -4.57
C -0.83 -1.74 -6.72
C -0.77 -4.13 -4.61
C 0.42 -4.21 -3.71
C 1.70 -4.03 -4.25
C 2.86 -4.48 -3.54
C 2.73 -5.02 -2.26
C 1.46 -4.93 -1.64
C 0.24 -4.68 -2.41
C -1.04 -4.77 -1.70
Sb -1.06 -3.21 -0.11
C -1.59 -4.16 1.75
C -2.84 -2.15 -0.55
H -3.54 -2.26 -6.05
H -4.18 -1.62 -4.53
H -3.65 -3.40 -4.62
H -0.54 -2.66 -7.24
H -0.01 -1.04 -6.65
H -1.70 -1.24 -7.19
H -0.45 -4.40 -5.64
H -1.53 -4.83 -4.25
H 1.86 -3.52 -5.23
H 3.79 -4.45 -4.06
H 3.63 -5.45 -1.83
H 1.28 -5.04 -0.57
H -1.07 -5.73 -1.10
H -1.98 -4.60 -2.23
H -0.74 -4.11 2.43
H -1.84 -5.24 1.60
H -2.48 -3.71 2.23
H -3.72 -2.73 -0.29
H -2.82 -1.83 -1.56
H -2.81 -1.20 0.05
N -2.07 0.44 8.04
C -1.98 0.68 6.71
C -3.11 1.07 5.92
C -3.06 1.38 4.57
C -1.79 1.24 3.97
C -0.69 0.78 4.65
C -0.78 0.53 6.05
S -1.64 1.31 2.23
O -2.94 1.31 1.57
O -0.83 0.13 1.87
N -0.64 2.49 1.70
C -0.79 3.75 2.22
N 0.05 4.73 1.74
C -0.11 5.94 2.26
C -1.10 6.26 3.14
C -1.85 5.21 3.58
N -1.78 3.99 3.10
H -2.90 0.38 8.56
H -1.28 0.00 8.44
H -4.10 0.98 6.33
H -3.90 1.78 4.03
H 0.25 0.56 4.12
H 0.19 0.27 6.59
H 0.53 6.70 1.87
H -1.17 7.28 3.59
H -2.58 5.33 4.39
Se 1.22 -2.10 0.50

F_max: 3.4 eV/Å
Molar mass: 1044.79 g mol⁻¹
2S+1: 6
HOMO (spin up / spin down): -3.8 / -4.0 eV


Entry 2:
Entry from the Open Molecules 2025 dataset: a 12-piece molecular cluster, C28H47N11O3P overall (ωB97M-V with the def2-TZVPD basis set).

CARTESIAN COORDINATES (ANGSTROEM)
C 2.55 0.61 2.24
C 2.01 -0.73 1.76
O 3.05 -1.53 1.22
C 1.30 -1.49 2.92
P -0.38 -0.95 3.12
C -1.47 -1.40 1.78
C -2.87 -0.78 1.99
C -2.88 0.65 1.47
O -2.22 1.52 1.94
O -3.74 0.82 0.47
H 3.40 0.91 1.62
H 1.78 1.38 2.11
H 2.84 0.59 3.30
H 1.27 -0.51 0.97
H 2.65 -2.08 0.53
H 1.33 -2.58 2.77
H 1.80 -1.27 3.87
H -0.92 -1.49 4.29
H -0.41 0.44 3.24
H -1.02 -1.10 0.82
H -1.54 -2.50 1.76
H -3.64 -1.39 1.51
H -3.10 -0.72 3.06
H -3.61 1.68 0.04
C 0.08 2.84 -0.24
C 1.41 2.44 -0.67
N 2.45 2.07 -0.99
H -0.23 2.24 0.61
H 0.06 3.89 0.05
H -0.64 2.70 -1.05
C 4.59 1.80 -3.95
C 4.85 0.99 -5.13
N 5.05 0.36 -6.07
H 3.65 1.48 -3.50
H 5.39 1.69 -3.22
H 4.51 2.85 -4.22
C 1.46 0.69 -6.97
C 1.48 1.33 -5.66
N 1.49 1.85 -4.63
H 2.37 0.95 -7.51
H 1.43 -0.39 -6.84
H 0.59 1.02 -7.53
C 5.13 -0.49 5.27
C 3.89 0.06 5.81
N 2.89 0.49 6.20
H 5.21 -1.54 5.54
H 5.14 -0.40 4.19
H 5.98 0.05 5.68
C 3.60 -5.36 2.08
C 2.42 -4.86 1.39
N 1.50 -4.44 0.85
H 3.31 -6.12 2.81
H 4.27 -5.83 1.35
H 4.12 -4.54 2.57
C 5.55 6.32 -5.00
C 6.22 5.24 -4.28
N 6.77 4.40 -3.72
H 6.07 7.26 -4.83
H 5.54 6.10 -6.06
H 4.52 6.42 -4.64
C 3.26 -6.98 -2.23
C 3.22 -7.55 -0.89
N 3.19 -8.02 0.16
H 4.26 -7.10 -2.65
H 2.54 -7.50 -2.87
H 3.00 -5.93 -2.19
C -1.95 1.63 -3.76
C -3.03 1.90 -2.83
N -3.92 2.12 -2.14
H -1.59 0.61 -3.63
H -2.32 1.74 -4.78
H -1.12 2.32 -3.62
C -6.93 0.76 1.44
C -7.51 -0.08 2.48
N -7.74 -0.69 3.42
H -7.47 1.70 1.31
H -5.91 0.97 1.74
H -6.91 0.22 0.49
C -9.62 2.64 -1.41
C -9.46 3.16 -0.05
N -9.32 3.56 1.02
H -8.91 3.12 -2.07
H -9.45 1.57 -1.41
H -10.63 2.84 -1.76
C -4.99 -1.35 5.10
C -3.58 -1.71 4.97
N -2.46 -1.94 4.85
H -5.08 -0.26 5.11
H -5.54 -1.74 4.25
H -5.43 -1.75 6.01

F_max: 1.9 eV/Å
ΔE to the lowest compared entry with this formula, charge and spin: 0.00 kcal/mol
Molar mass: 616.73 g mol⁻¹
Total charge: +1
HOMO: -12.8 eV